Entry 1:
9 unconnected molecules or ions with the total composition C16H54N4O9 at a distorted geometry, computed with the ωB97M-V functional and the def2-TZVPD basis.

## Properties
**Largest force on an atom**: 0.0303 hartree/bohr
**Kohn-Sham gap**: 9.4 eV
**SMILES**: COC[C@H](C)N.COC[C@H](C)N.COC[C@H](C)N.COC[C@H](C)N.O.O.O.O.O

Each line ends with the Löwdin charge.
Element x y z (Å)
1 C -1.484 -2.101 0.899  -0.09
2 O -2.501 -2.004 -0.063  -0.20
3 C -2.501 -3.018 -1.011  -0.22
4 C -3.121 -2.536 -2.312  -0.40
5 C -2.829 -3.474 -3.469  -0.06
6 N -2.637 -1.171 -2.657  0.04
7 H -1.508 -3.079 1.407  0.09
8 H -1.646 -1.327 1.645  0.09
9 H -0.471 -2.048 0.472  0.08
10 H -1.475 -3.372 -1.245  0.12
11 H -2.958 -3.954 -0.649  0.14
12 H -4.205 -2.439 -2.203  0.14
13 H -3.623 -4.221 -3.568  0.08
14 H -1.841 -3.933 -3.455  0.07
15 H -2.935 -2.928 -4.411  0.08
16 H -1.644 -1.313 -2.887  0.08
17 H -2.481 -0.671 -1.779  0.03
18 C 4.674 -2.327 -0.023  -0.13
19 O 3.990 -3.384 0.590  -0.20
20 C 4.821 -4.140 1.470  -0.20
21 C 5.864 -4.977 0.756  -0.44
22 C 5.259 -5.670 -0.463  -0.06
23 N 6.398 -5.948 1.733  0.03
24 H 5.414 -1.839 0.621  0.09
25 H 4.031 -1.521 -0.392  0.07
26 H 5.173 -2.633 -0.958  0.09
27 H 5.298 -3.511 2.230  0.12
28 H 4.113 -4.794 1.983  0.13
29 H 6.675 -4.343 0.386  0.14
30 H 4.519 -6.399 -0.119  0.09
31 H 6.034 -6.235 -0.983  0.08
32 H 4.795 -4.976 -1.160  0.06
33 H 6.027 -6.876 1.523  0.07
34 H 7.376 -6.136 1.506  0.07
35 C -2.495 8.133 4.048  -0.10
36 O -2.812 7.743 2.720  -0.19
37 C -2.002 6.691 2.241  -0.22
38 C -2.461 5.335 2.691  -0.42
39 C -1.601 4.239 2.060  -0.06
40 N -3.882 5.183 2.249  0.04
41 H -1.502 8.573 4.161  0.09
42 H -2.561 7.260 4.708  0.08
43 H -3.263 8.848 4.330  0.09
44 H -2.032 6.710 1.151  0.13
45 H -0.949 6.817 2.536  0.13
46 H -2.414 5.179 3.776  0.13
47 H -2.090 3.267 2.110  0.08
48 H -0.602 4.217 2.491  0.08
49 H -1.519 4.435 0.985  0.07
50 H -4.358 6.017 2.590  0.08
51 H -4.289 4.438 2.817  0.09
52 C 1.602 -1.624 -2.008  -0.13
53 O 0.722 -0.560 -2.201  -0.18
54 C 1.024 0.505 -1.333  -0.22
55 C 0.054 1.640 -1.556  -0.42
56 C 0.521 2.917 -0.866  -0.06
57 N -1.283 1.199 -1.175  0.07
58 H 2.616 -1.332 -2.313  0.09
59 H 1.311 -2.480 -2.616  0.08
60 H 1.618 -1.974 -0.964  0.08
61 H 0.966 0.194 -0.279  0.11
62 H 2.042 0.876 -1.527  0.13
63 H 0.010 1.865 -2.630  0.14
64 H -0.195 3.728 -0.991  0.07
65 H 1.505 3.267 -1.191  0.08
66 H 0.639 2.736 0.212  0.07
67 H -1.294 0.873 -0.212  0.08
68 H -1.996 1.911 -1.271  0.08
69 O 1.960 1.048 2.068  -0.05
70 H 2.644 1.425 2.629  0.04
71 H 2.122 0.100 2.094  0.03
72 O -4.115 3.046 0.309  -0.07
73 H -4.117 3.730 1.002  0.00
74 H -4.231 3.524 -0.517  0.06
75 O 1.997 -5.140 -1.872  -0.06
76 H 2.310 -4.623 -1.120  0.01
77 H 1.039 -5.060 -1.847  0.03
78 O -4.137 0.373 0.775  -0.08
79 H -4.104 1.305 0.491  -0.03
80 H -3.627 -0.112 0.119  -0.01
81 O -2.614 1.112 -4.429  -0.09
82 H -1.984 1.512 -3.824  -0.01
83 H -2.768 0.233 -4.037  -0.01

Entry 2:
A molecular structure, C25H14BrCl2N5O3PbS, computed with the ωB97M-V functional and the def2-TZVPD basis.

## Properties
**Largest force on an atom**: 0.0061 hartree/bohr
**Charge**: +2
**Kohn-Sham gap**: 4.5 eV

Each line ends with the Löwdin charge.
Element x y z (Å)
1 Pb -0.739 0.584 1.259  1.49
2 N 1.382 4.269 -0.794  0.27
3 C 2.445 3.861 -0.159  -0.08
4 C 3.654 4.506 0.186  0.04
5 C 4.536 3.743 0.877  0.04
6 C 4.304 2.350 1.248  0.01
7 C 3.172 1.693 0.936  0.04
8 C 2.180 2.440 0.202  -0.14
9 N 1.015 2.085 -0.219  0.14
10 C 0.466 3.146 -1.012  -0.39
11 C -1.828 2.768 -1.208  -0.46
12 C -2.802 3.296 -1.989  -0.26
13 S -3.804 2.029 -2.535  1.15
14 C -2.859 0.905 -1.696  -0.44
15 N -1.855 1.417 -1.020  -0.05
16 H 1.225 5.175 -1.222  0.21
17 H 3.850 5.536 -0.076  0.14
18 H 5.481 4.178 1.180  0.14
19 H 5.093 1.849 1.791  0.13
20 H 2.975 0.661 1.192  0.08
21 H -2.946 4.324 -2.272  0.11
22 H -3.073 -0.153 -1.725  0.08
23 Cl 3.543 -2.153 1.005  0.76
24 C 1.943 -2.775 0.841  -0.62
25 C 1.773 -4.168 0.704  -0.11
26 C 0.527 -4.696 0.540  -0.60
27 Cl 0.331 -6.398 0.364  0.77
28 C -0.619 -3.851 0.514  -0.16
29 C -1.939 -4.307 0.343  0.03
30 C -2.981 -3.416 0.337  -0.01
31 C -2.705 -2.057 0.506  -0.12
32 N -1.478 -1.593 0.663  -0.05
33 C -0.423 -2.463 0.670  -0.18
34 C 0.880 -1.907 0.824  -0.44
35 O 1.024 -0.584 0.921  -0.38
36 H 2.642 -4.810 0.726  0.12
37 H -2.118 -5.366 0.215  0.11
38 H -4.001 -3.746 0.210  0.12
39 H -3.512 -1.333 0.531  0.12
40 Br 1.544 -2.386 -2.544  0.90
41 C 1.493 -0.674 -3.323  -0.62
42 C 1.883 -0.489 -4.648  -0.13
43 N 1.854 0.695 -5.247  0.12
44 C 1.429 1.739 -4.555  -0.05
45 C 1.024 1.657 -3.217  -0.11
46 C 1.061 0.410 -2.588  -0.05
47 C 0.542 2.906 -2.607  -0.23
48 O 0.209 3.883 -3.217  0.17
49 O -0.816 3.510 -0.631  0.06
50 H 2.225 -1.329 -5.240  0.12
51 H 1.411 2.693 -5.068  0.14
52 H 0.749 0.261 -1.566  0.07

Entry 3:
A gas-phase ion, C2H2F2P (charge +1) at a distorted geometry, computed with the ωB97M-V functional and the def2-TZVPD basis.

## Properties
**Largest force on an atom**: 0.0651 hartree/bohr
**Charge**: +1
**Kohn-Sham gap**: 10.0 eV

Each line ends with the Löwdin charge.
Element x y z (Å)
1 C -1.532 0.248 -0.478  0.21
2 C -0.726 -0.272 0.288  -0.07
3 F 1.866 -1.074 0.347  -0.20
4 F 1.765 1.148 0.434  -0.19
5 P 1.314 0.048 -0.578  1.09
6 H -2.225 0.802 -1.061  0.09
7 H -0.462 -0.901 1.048  0.06

What are the relative energy (zero: lowest compared OMol25 entry of this formula, charge and spin) values for these records? In order: 107.6 158.7 51.3 kJ/mol.
What are the lowest unoccupied orbital energy values for these records? In order: 0.1 -8.7 -7.2 eV.